The following is a quantum chemistry calculation of a cluster of 2 separate species, C5H12FN in total in a non-equilibrium geometry, from OMol25.

Last column: Mulliken charge in e.
CARTESIAN COORDINATES (ANGSTROEM)
C 0.569 1.913 0.873  -1.19
C -1.236 1.063 -0.730  -1.11
C 0.071 -2.368 0.698  -1.25
C -0.502 0.930 0.560  0.08
C 0.810 -1.273 0.003  0.67
N 0.940 -1.305 -1.383  -0.55
F 1.998 -0.955 0.594  -0.33
H 1.164 1.583 1.723  0.30
H 1.234 2.056 0.019  0.26
H 0.143 2.892 1.124  0.39
H -1.793 2.005 -0.777  0.35
H -0.544 1.063 -1.576  0.23
H -1.947 0.250 -0.867  0.28
H -0.930 -2.460 0.290  0.30
H 0.012 -2.141 1.759  0.30
H 0.589 -3.326 0.576  0.40
H -1.064 0.542 1.397  0.36
H 1.457 -0.509 -1.737  0.26
H 0.063 -1.449 -1.861  0.24

Calculated values
- gap between HOMO and LUMO (spin up / spin down) (eV) = 8.0 / 7.7
- net charge = 0
- energy above the lowest of the compared OMol25 structures with the same formula, charge and spin (eV) = 1.457

***

The following is a quantum chemistry calculation of a cluster of 2 separate species, C5H12FNS in total, from OMol25.

Last column: Mulliken charge in e.
CARTESIAN COORDINATES (ANGSTROEM)
C 1.156 1.214 0.664  -1.09
C 1.764 0.049 0.491  0.67
F 2.725 -0.083 -0.450  -0.31
C 1.547 -1.248 1.222  -0.55
N 0.539 -1.251 2.264  -0.63
H 1.416 2.075 0.060  0.41
H 0.386 1.320 1.419  0.29
H 2.504 -1.558 1.652  0.37
H 1.294 -2.016 0.480  0.31
H -0.365 -0.994 1.882  0.25
H 0.767 -0.565 2.977  0.26
C -0.339 0.785 -1.934  -0.60
S -1.263 -0.759 -1.793  -0.08
C -2.703 -0.147 -0.894  -0.82
H -0.902 1.534 -2.498  0.42
H -0.084 1.185 -0.950  -0.01
H 0.587 0.569 -2.473  0.28
H -2.417 0.266 0.079  0.22
H -3.237 0.616 -1.470  0.31
H -3.374 -0.993 -0.729  0.31

Calculated values
- gap between HOMO and LUMO (eV) = 9.4
- net charge = 0
- energy above the lowest of the compared OMol25 structures with the same formula, charge and spin (eV) = 0.693
- SMILES string = C=C(F)CN.CSC

***

The following is a quantum chemistry calculation of a structure of composition C5H12I2OSi in a non-equilibrium geometry, from OMol25.

Last column: Mulliken charge in e.
CARTESIAN COORDINATES (ANGSTROEM)
C 1.911 0.251 1.763  -1.03
C -3.428 0.865 -3.125  -0.78
C 1.204 -1.051 1.472  -0.43
C -0.206 -0.904 0.929  -0.47
C -0.308 -0.365 -0.543  -0.84
O -3.548 0.052 -2.020  -0.05
Si -2.786 0.066 -0.629  0.24
I -3.184 2.154 0.700  -0.13
I -3.905 -1.898 0.338  -0.11
H 2.946 -0.061 2.116  0.30
H 2.110 0.945 0.860  0.25
H 1.712 0.985 2.604  0.30
H -4.409 0.788 -3.669  0.23
H -2.706 0.494 -3.710  0.35
H -3.169 1.883 -3.006  0.36
H 1.136 -1.625 2.448  0.28
H 1.779 -1.615 0.802  0.32
H -0.837 -1.853 0.977  0.23
H -0.792 -0.271 1.667  0.28
H -0.081 -1.302 -1.101  0.34
H 0.198 0.622 -0.694  0.36

Calculated values
- gap between HOMO and LUMO (spin up / spin down) (eV) = 8.7 / 8.7
- net charge = 0
- energy above the lowest of the compared OMol25 structures with the same formula, charge and spin (eV) = 0.000

***

The following is a quantum chemistry calculation of the ion C5H12IN6 with charge +1 in a non-equilibrium geometry, from OMol25.

Last column: Mulliken charge in e.
CARTESIAN COORDINATES (ANGSTROEM)
C -2.044 -2.311 1.455  -0.90
N -1.138 -1.861 0.400  -0.19
C -0.064 -1.048 0.919  -0.91
N 0.686 -0.466 -0.178  0.56
C 0.826 0.793 -0.726  0.71
N 0.234 1.915 -0.317  0.39
C 0.554 3.166 -1.009  -0.90
N -0.679 2.021 0.727  -0.92
N 1.656 0.727 -1.757  -0.57
C 2.036 -0.526 -1.877  -0.07
N 1.461 -1.275 -0.941  -0.74
I 1.843 -3.286 -0.808  0.42
H -2.775 -1.536 1.699  0.31
H -2.594 -3.193 1.154  0.29
H -1.485 -2.553 2.352  0.35
H -1.622 -1.392 -0.354  0.24
H 0.618 -1.724 1.436  0.41
H -0.366 -0.309 1.655  0.53
H 1.277 3.748 -0.448  0.30
H -0.366 3.737 -1.038  0.32
H 0.868 2.983 -2.025  0.37
H -1.421 1.338 0.662  0.28
H -0.224 1.959 1.629  0.27
H 2.719 -0.909 -2.610  0.45

Calculated values
- gap between HOMO and LUMO (eV) = 8.0
- net charge = +1
- SMILES string = CNCn1c(N(C)N)nc[n+]1I

***

The following is a quantum chemistry calculation of a cluster of 2 separate species, C5H12N in total in a non-equilibrium geometry, from OMol25.

Last column: Mulliken charge in e.
CARTESIAN COORDINATES (ANGSTROEM)
C -2.277 0.600 0.376  -0.59
C -1.949 -0.083 -0.579  0.07
C 0.742 0.777 1.040  -1.38
C 0.879 0.401 -1.312  -1.04
C 0.788 -1.550 0.251  -0.98
N 0.542 -0.203 -0.030  0.26
H -3.206 0.918 0.593  0.40
H -1.483 0.782 1.167  0.23
H -1.815 -0.581 -1.454  0.52
H 0.276 1.673 0.831  0.57
H 0.292 0.396 1.977  0.43
H 1.889 0.974 1.189  0.32
H 0.194 1.267 -1.456  0.37
H 1.765 0.903 -1.323  0.42
H 0.746 -0.305 -2.097  0.34
H 0.195 -1.986 0.987  0.35
H 0.604 -2.240 -0.646  0.31
H 1.818 -1.742 0.486  0.41

Calculated values
- gap between HOMO and LUMO (spin up / spin down) (eV) = 7.6 / 7.5
- net charge = +1
- energy above the lowest of the compared OMol25 structures with the same formula, charge and spin (eV) = 5.608

***

The following is a quantum chemistry calculation of a cluster of 2 separate species, C5H12N in total in a non-equilibrium geometry, from OMol25.

Last column: Mulliken charge in e.
CARTESIAN COORDINATES (ANGSTROEM)
C 3.230 -0.198 1.759  -0.46
C 2.564 0.161 0.680  -0.53
C -1.417 -1.104 0.177  -1.23
C -2.426 0.777 -1.229  -1.12
C -1.264 0.101 -0.643  1.04
N -0.033 0.481 -0.864  -0.24
H 4.118 -0.904 1.608  0.22
H 2.909 0.138 2.763  0.25
H 1.721 0.811 0.628  0.37
H -0.580 -1.546 0.540  0.42
H -2.093 -1.966 -0.122  0.35
H -2.032 -0.702 0.993  0.33
H -2.998 1.330 -0.409  0.33
H -3.113 0.002 -1.562  0.33
H -2.425 1.595 -2.035  0.36
H 2.797 -0.278 -0.339  0.17
H 0.264 1.293 -1.412  0.24
H 0.777 0.009 -0.531  0.18

Calculated values
- gap between HOMO and LUMO (eV) = 9.3
- net charge = +1
- energy above the lowest of the compared OMol25 structures with the same formula, charge and spin (eV) = 2.161

***

The following is a quantum chemistry calculation of the ion C5H12N with charge +1 in a non-equilibrium geometry, from OMol25.

Last column: Mulliken charge in e.
CARTESIAN COORDINATES (ANGSTROEM)
C 1.588 0.914 -1.080  -1.21
C 0.821 0.303 -0.242  0.67
C 1.447 -0.537 1.004  -1.26
C -0.683 0.336 -0.295  -0.12
C -1.178 -0.922 -1.017  -1.30
N -1.330 0.501 1.048  -0.37
H 1.230 1.520 -1.875  0.31
H 2.574 1.050 -0.949  0.42
H 0.705 -1.331 1.050  0.34
H 1.493 -0.027 1.910  0.34
H 2.385 -0.828 0.708  0.45
H -1.014 1.290 -0.847  0.36
H -0.778 -1.753 -0.480  0.37
H -0.611 -1.061 -1.923  0.40
H -2.213 -0.964 -1.310  0.40
H -1.283 -0.463 1.707  0.44
H -2.350 0.708 1.025  0.38
H -0.802 1.262 1.564  0.37

Calculated values
- gap between HOMO and LUMO (eV) = 10.1
- net charge = +1
- energy above the lowest of the compared OMol25 structures with the same formula, charge and spin (eV) = 2.146
- SMILES string = C=C(C)[C@@H](C)[NH3+]

***

The following is a quantum chemistry calculation of the ion C5H12N with charge +1 in a non-equilibrium geometry, from OMol25.

Last column: Mulliken charge in e.
CARTESIAN COORDINATES (ANGSTROEM)
C 1.957 -1.081 -1.754  -0.14
N 0.863 -1.027 -1.119  0.05
C 0.739 -0.744 0.321  -0.53
C -0.761 -0.667 0.681  -1.22
C -1.433 0.656 0.162  -0.08
C -0.802 1.870 0.850  -1.16
H 2.035 -1.335 -2.807  0.28
H 2.868 -0.801 -1.235  0.30
H -0.047 -1.178 -1.543  0.33
H 1.162 0.254 0.476  0.37
H 1.274 -1.360 1.048  0.41
H -0.804 -0.689 1.776  0.43
H -1.310 -1.558 0.365  0.43
H -2.449 0.445 0.500  0.30
H -1.299 0.709 -0.919  0.27
H -1.497 2.676 1.081  0.34
H -0.510 1.527 1.851  0.31
H 0.014 2.302 0.267  0.30

Calculated values
- gap between HOMO and LUMO (eV) = 9.9
- net charge = +1
- energy above the lowest of the compared OMol25 structures with the same formula, charge and spin (eV) = 1.536
- SMILES string = C=[NH+]CCCC

***

The following is a quantum chemistry calculation of the ion C5H12N with charge +1 in a non-equilibrium geometry, from OMol25.

Last column: Mulliken charge in e.
CARTESIAN COORDINATES (ANGSTROEM)
C -1.650 0.078 -1.304  -1.58
C -0.750 0.572 -0.182  0.23
C 0.683 0.901 -0.604  -0.63
C 1.670 0.044 0.173  -0.48
C 0.846 -0.891 1.090  -0.58
N -0.588 -0.562 0.869  -0.18
H -1.526 0.783 -2.126  0.41
H -2.689 0.139 -1.001  0.39
H -1.409 -0.956 -1.532  0.48
H -1.221 1.351 0.408  0.33
H 0.756 0.674 -1.664  0.34
H 0.910 1.957 -0.496  0.34
H 2.332 0.617 0.826  0.27
H 2.335 -0.505 -0.486  0.32
H 1.070 -0.635 2.125  0.28
H 1.063 -1.943 0.972  0.32
H -1.146 -1.374 0.592  0.35
H -1.036 -0.212 1.713  0.39

Calculated values
- gap between HOMO and LUMO (eV) = 12.6
- net charge = +1
- energy above the lowest of the compared OMol25 structures with the same formula, charge and spin (eV) = 0.327
- SMILES string = C[C@@H]1CCC[NH2+]1

***

The following is a quantum chemistry calculation of a cluster of 2 separate species, C5H12N in total in a non-equilibrium geometry, from OMol25.

Last column: Löwdin spin population.
CARTESIAN COORDINATES (ANGSTROEM)
C 1.298 1.294 0.689  0.70
C 0.028 1.560 0.504  0.58
C 0.979 -1.737 -0.739  0.01
C -1.941 0.455 -0.401  0.05
C -0.983 0.551 0.705  0.29
N -1.027 -0.321 1.705  0.24
H 2.060 2.026 0.231  0.02
H 1.600 0.346 0.995  0.03
H 0.993 -1.626 0.425  0.00
H 1.964 -1.846 -1.200  0.00
H 0.353 -2.652 -1.046  0.00
H -2.620 1.367 -0.323  0.02
H -2.539 -0.427 -0.267  0.00
H -1.552 0.501 -1.441  0.01
H -0.289 2.465 -0.027  0.02
H -1.806 -1.048 1.608  0.00
H -0.652 -0.375 2.563  0.01
H 0.504 -0.840 -1.137  0.00

Calculated values
- gap between HOMO and LUMO (spin up / spin down) (eV) = 8.0 / 7.8
- spin multiplicity = 3
- net charge = +1
- energy above the lowest of the compared OMol25 structures with the same formula, charge and spin (eV) = 1.017